Entry 1:
The following is a quantum chemistry calculation of an isolated molecule of C3H2N2, from the OMol25 dataset.

The geometry in XYZ format:
```
7
Properties=species:S:1:pos:R:3:forces:R:3
C -0.125 0.116 -0.182 -3.7 1.2 -0.6
C -1.288 1.056 -0.407 0.0 -1.0 2.5
C -3.172 2.355 0.918 3.2 -2.5 -2.7
N -2.367 1.731 0.240 -1.0 1.4 0.7
N -0.645 0.801 -1.441 -0.9 0.2 -0.8
H 0.696 0.560 0.168 3.3 1.7 1.4
H -0.158 -0.917 0.053 -0.8 -1.0 -0.5
```
Forces are in eV/Å.



Entry 2:
The following is a quantum chemistry calculation of an isolated molecule of C3H2N2, from the OMol25 dataset.

Calculated values
**SMILES**: C=C=NC#N

The geometry in XYZ format:
```
7
Properties=species:S:1:pos:R:3:forces:R:3
C 1.172 0.941 -3.348 0.2 0.3 -2.9
C -0.158 0.129 -0.023 2.4 0.6 1.1
C 0.239 0.516 -1.197 -0.6 -0.3 -1.2
N 1.490 0.996 -4.478 0.0 -0.4 2.4
N 0.454 1.086 -2.255 -0.5 0.0 1.0
H 0.615 0.606 0.638 -1.0 -0.4 0.1
H -0.577 -0.783 0.369 -0.5 0.1 -0.5
```
Forces are in eV/Å.



Entry 3:
The following is a quantum chemistry calculation of C3H2N2O as an isolated structure, from the OMol25 dataset.

The geometry in XYZ format:
```
8
Properties=species:S:1:pos:R:3:forces:R:3
C -0.446 -0.531 -0.725 -0.8 -1.2 -0.2
C 0.535 -0.724 0.374 -0.1 -6.5 1.6
C 0.004 1.194 0.161 0.3 1.8 0.6
H 0.654 -1.773 0.904 0.3 1.9 -1.7
H -0.113 2.149 0.537 0.5 2.1 0.9
N 1.010 0.297 0.847 -0.8 3.7 0.0
N -0.863 0.828 -0.695 1.5 -1.2 0.1
O -0.780 -1.440 -1.401 -0.8 -0.6 -1.2
```
Forces are in eV/Å.



Entry 4:
The following is a quantum chemistry calculation of an isolated molecule of C3H2N2O, from the OMol25 dataset.

Calculated values
**SMILES**: [H]/N=N/C=C=C=O

The geometry in XYZ format:
```
8
Properties=species:S:1:pos:R:3:forces:R:3
C 0.090 1.088 -0.281 -1.8 4.3 -0.2
C -1.704 2.969 -0.286 0.3 -0.6 -0.8
C -0.616 2.266 -0.347 0.0 -1.2 1.0
N -0.307 -0.136 -0.021 -0.9 -1.9 0.3
N -0.395 -0.843 0.980 0.2 1.3 -0.5
O -2.611 3.687 -0.465 0.3 -0.1 0.5
H 0.939 1.154 -0.872 2.2 -0.5 -0.7
H -0.823 -1.662 0.581 -0.3 -1.2 0.4
```
Forces are in eV/Å.



One value per record, in order, for ΔE to the lowest compared entry with this formula, charge and spin: 3.275; 1.837; 1.183; 3.292 eV.
One value per record, in order, for strongest force on any atom: 4.829; 2.923; 6.644; 4.691 eV Å⁻¹.
One value per record, in order, for total energy: -6119.2108; -6120.6486; -8168.5299; -8166.4211 eV.